No. 1
An isolated molecule of C4H4O3 in a non-equilibrium geometry, computed with ωB97M-V with the def2-TZVPD basis set.

XYZ file:
```
11
C4H4O3 ωB97M-V with the def2-TZVPD basis set
C -1.82 0.35 0.00
C -0.53 0.46 0.00
C -3.19 0.01 0.00
C 0.85 -0.02 0.00
O -3.61 -1.13 0.00
O -1.05 1.71 -0.01
O 0.88 -1.41 -0.01
H -3.85 0.89 -0.01
H 1.35 0.40 0.89
H 1.35 0.42 -0.89
H 1.79 -1.72 0.01
```

Results
- E_HOMO (eV) = -8.627
- spin multiplicity = 1
- F_max (hartree/bohr) = 0.0332
- LUMO level (Eh) = -0.008
- frontier orbital gap (eV) = 8.401
- SMILES string = O=CC1=C(CO)O1
- energy relative to the best compared isomer or geometry (same formula, charge and spin) (eV) = 4.611

No. 2
An isolated molecule of C5H7NO in a non-equilibrium geometry, computed with ωB97M-V with the def2-TZVPD basis set.

XYZ file:
```
14
C5H7NO ωB97M-V with the def2-TZVPD basis set
C -0.01 -1.81 0.84
N 0.36 -0.43 0.34
C 1.30 0.75 0.62
C 0.79 1.80 -0.09
C -0.37 1.41 -0.79
C -0.59 0.10 -0.49
O -1.64 -0.66 -0.91
H -0.29 -2.47 -0.01
H -0.91 -1.83 1.49
H 0.79 -2.31 1.38
H 2.40 0.77 0.75
H 1.24 2.79 -0.10
H -0.97 2.00 -1.47
H -2.10 -0.12 -1.56
```

Results
- E_HOMO (eV) = -7.693
- spin multiplicity = 1
- F_max (hartree/bohr) = 0.0324
- LUMO level (Eh) = 0.029
- frontier orbital gap (eV) = 8.472
- SMILES string = Cn1cccc1O
- energy relative to the best compared isomer or geometry (same formula, charge and spin) (eV) = 1.777

No. 3
A cluster of 5 separate species, C15H38N4O6P in total in a non-equilibrium geometry, computed with ωB97M-V with the def2-TZVPD basis set.

XYZ file:
```
64
C15H38N4O6P ωB97M-V with the def2-TZVPD basis set
O 1.48 -1.22 2.01
C 1.62 -0.42 1.18
O 0.63 0.05 0.40
C 0.15 1.30 1.04
C -0.99 1.08 2.04
P -2.33 -0.20 1.46
H 2.62 0.02 0.98
H 1.03 1.69 1.59
H -0.15 1.99 0.25
H -0.55 0.64 2.95
H -1.45 2.04 2.35
H -1.90 -0.12 0.05
H -3.31 0.87 1.16
H -2.84 -0.22 2.84
H -1.36 -1.27 1.76
H -3.29 -1.25 1.05
C 0.30 -4.05 0.77
C -0.46 -5.34 0.62
O -1.24 -5.53 -0.30
N -0.25 -6.32 1.55
C 0.62 -6.28 2.70
H 0.03 -3.39 -0.04
H 0.05 -3.56 1.71
H 1.37 -4.25 0.72
H -0.79 -7.15 1.39
H 1.35 -7.09 2.63
H 0.03 -6.42 3.61
H 1.15 -5.33 2.77
C 0.83 -1.64 -2.90
C 1.55 -2.50 -3.90
O 2.55 -2.12 -4.49
N 1.05 -3.74 -4.14
C -0.11 -4.37 -3.54
H 1.34 -0.69 -2.81
H -0.19 -1.46 -3.22
H 0.83 -2.12 -1.92
H 1.59 -4.27 -4.82
H 0.20 -5.28 -3.04
H -0.82 -4.63 -4.34
H -0.60 -3.72 -2.83
C -0.28 4.52 5.50
C -1.23 4.14 4.39
O -1.39 2.98 4.04
N -1.92 5.14 3.77
C -1.87 6.56 4.04
H 0.19 3.62 5.89
H 0.50 5.19 5.12
H -0.82 5.00 6.31
H -2.54 4.81 3.04
H -2.87 6.91 4.32
H -1.56 7.09 3.13
H -1.18 6.79 4.84
C 2.12 2.37 -3.27
C 1.52 3.64 -3.81
O 1.66 4.72 -3.25
N 0.81 3.55 -4.97
C 0.54 2.37 -5.77
H 2.65 2.59 -2.35
H 1.33 1.65 -3.05
H 2.82 1.94 -3.99
H 0.44 4.44 -5.28
H 0.94 2.52 -6.77
H -0.54 2.23 -5.84
H 0.99 1.48 -5.34
```

Results
- E_HOMO (eV) = -2.707
- spin multiplicity = 1
- F_max (hartree/bohr) = 0.0688
- LUMO level (Eh) = 0.095
- net charge = -1
- frontier orbital gap (eV) = 5.305
- energy relative to the best compared isomer or geometry (same formula, charge and spin) (eV) = 0.340

- Which value of F_max does entry 2 give?
  0.0324 hartree/bohr

Please write out number 3 again, unchanged.
A cluster of 5 separate species, C15H38N4O6P in total in a non-equilibrium geometry, computed with ωB97M-V with the def2-TZVPD basis set.

XYZ file:
```
64
C15H38N4O6P ωB97M-V with the def2-TZVPD basis set
O 1.48 -1.22 2.01
C 1.62 -0.42 1.18
O 0.63 0.05 0.40
C 0.15 1.30 1.04
C -0.99 1.08 2.04
P -2.33 -0.20 1.46
H 2.62 0.02 0.98
H 1.03 1.69 1.59
H -0.15 1.99 0.25
H -0.55 0.64 2.95
H -1.45 2.04 2.35
H -1.90 -0.12 0.05
H -3.31 0.87 1.16
H -2.84 -0.22 2.84
H -1.36 -1.27 1.76
H -3.29 -1.25 1.05
C 0.30 -4.05 0.77
C -0.46 -5.34 0.62
O -1.24 -5.53 -0.30
N -0.25 -6.32 1.55
C 0.62 -6.28 2.70
H 0.03 -3.39 -0.04
H 0.05 -3.56 1.71
H 1.37 -4.25 0.72
H -0.79 -7.15 1.39
H 1.35 -7.09 2.63
H 0.03 -6.42 3.61
H 1.15 -5.33 2.77
C 0.83 -1.64 -2.90
C 1.55 -2.50 -3.90
O 2.55 -2.12 -4.49
N 1.05 -3.74 -4.14
C -0.11 -4.37 -3.54
H 1.34 -0.69 -2.81
H -0.19 -1.46 -3.22
H 0.83 -2.12 -1.92
H 1.59 -4.27 -4.82
H 0.20 -5.28 -3.04
H -0.82 -4.63 -4.34
H -0.60 -3.72 -2.83
C -0.28 4.52 5.50
C -1.23 4.14 4.39
O -1.39 2.98 4.04
N -1.92 5.14 3.77
C -1.87 6.56 4.04
H 0.19 3.62 5.89
H 0.50 5.19 5.12
H -0.82 5.00 6.31
H -2.54 4.81 3.04
H -2.87 6.91 4.32
H -1.56 7.09 3.13
H -1.18 6.79 4.84
C 2.12 2.37 -3.27
C 1.52 3.64 -3.81
O 1.66 4.72 -3.25
N 0.81 3.55 -4.97
C 0.54 2.37 -5.77
H 2.65 2.59 -2.35
H 1.33 1.65 -3.05
H 2.82 1.94 -3.99
H 0.44 4.44 -5.28
H 0.94 2.52 -6.77
H -0.54 2.23 -5.84
H 0.99 1.48 -5.34
```

Results
- E_HOMO (eV) = -2.707
- spin multiplicity = 1
- F_max (hartree/bohr) = 0.0688
- LUMO level (Eh) = 0.095
- net charge = -1
- frontier orbital gap (eV) = 5.305
- energy relative to the best compared isomer or geometry (same formula, charge and spin) (eV) = 0.340

- What is the LUMO level in the first record?
  -0.008 Eh

- Which value of energy relative to the best compared isomer or geometry (same formula, charge and spin) does entry 1 give?
  4.611 eV